C27H48N4O11S | ωB97M-V/def2-TZVPD

Structure (XYZ):
```
91
C27H48N4O11S (ωB97M-V/def2-TZVPD)
H 6.56 1.69 0.85
N 6.29 2.39 1.54
C 5.30 3.05 1.09
N 4.77 2.76 -0.24
N 4.72 4.12 1.84
C 4.05 3.61 3.08
C 2.67 4.32 3.36
C 1.55 3.40 2.82
C 0.12 3.95 3.05
C -0.88 3.17 2.17
C -0.62 1.87 1.72
C -1.51 1.16 0.91
C -2.75 1.72 0.53
C -3.04 3.01 0.97
C -2.12 3.73 1.75
S -2.57 5.41 2.23
C -3.70 0.89 -0.30
O -4.82 1.31 -0.51
C -3.24 -0.46 -0.86
C -4.22 -1.18 -1.78
C -3.84 -1.21 -3.31
C -2.61 -0.38 -3.67
C -2.88 1.15 -3.62
N -1.62 1.86 -3.50
C -0.44 1.65 -4.14
C 0.55 2.54 -3.76
C -0.11 3.39 -2.77
C -1.39 2.92 -2.65
C -2.04 -0.96 -0.50
C -1.54 -2.30 -1.03
C -1.08 -3.29 0.08
O 0.35 -3.50 -0.08
C 1.01 -3.49 1.11
C 2.26 -2.63 1.25
O 0.62 -4.12 2.06
C -1.12 -0.22 0.44
O -0.07 -0.69 0.82
H 4.46 1.79 -0.29
H 5.53 2.82 -0.91
H 5.52 4.65 2.19
H 4.72 3.64 3.95
H 3.82 2.55 2.89
H 2.70 5.28 2.83
H 2.59 4.41 4.45
H 1.63 2.39 3.27
H 1.71 3.26 1.73
H -0.18 3.84 4.10
H 0.01 5.02 2.82
H 0.30 1.33 1.97
H -3.97 3.50 0.69
H -2.77 5.33 3.57
H -4.26 -2.22 -1.42
H -5.24 -0.79 -1.62
H -4.71 -0.82 -3.86
H -3.70 -2.26 -3.59
H -1.70 -0.61 -3.09
H -2.35 -0.62 -4.72
H -3.53 1.46 -2.79
H -3.31 1.44 -4.59
H -0.22 0.90 -4.90
H 1.58 2.59 -4.10
H 0.36 4.20 -2.23
H -2.13 3.34 -1.97
H -2.24 -2.79 -1.72
H -0.64 -2.07 -1.64
H -1.56 -4.27 -0.15
H -1.34 -2.95 1.09
H 2.48 -2.04 0.35
H 2.07 -1.94 2.08
H 3.14 -3.23 1.55
O 4.40 -4.66 3.15
H 3.46 -4.76 3.33
H 4.83 -5.16 3.85
O 0.11 -5.85 -2.42
H 0.00 -5.14 -1.77
H -0.79 -6.06 -2.68
O -2.48 -6.11 0.89
H -2.66 -7.03 0.66
H -1.55 -6.10 1.13
O -4.03 -8.29 -0.53
H -4.03 -8.60 -1.44
H -4.92 -8.46 -0.21
O 2.44 -6.87 -4.31
H 1.65 -6.96 -3.77
H 3.15 -7.22 -3.75
O 3.52 5.10 -1.77
H 2.57 4.94 -1.70
H 3.90 4.51 -1.10
O -0.47 1.99 5.34
H 0.40 1.59 5.48
H -0.91 1.40 4.73
```

HOMO-LUMO gap, Eh: 0.253
LUMO level, eV: -1.39
SMILES: [H]/N=C(\N)NCCCCc1cc2c(cc1S)C(=O)C(CCCCn1cccc1)=C(CCOC(C)=O)C2=O.O.O.O.O.O.O.O
HOMO level, hartree: -0.3042
Relative energy (zero: lowest compared OMol25 entry of this formula, charge and spin), kcal per mole: 0.0
Energy, eV: -68094.9477

C2H2BrClF2 | ωB97M-V/def2-TZVPD

Structure (XYZ):
```
8
C2H2BrClF2 (ωB97M-V/def2-TZVPD)
C 0.51 0.63 0.23
C -1.64 1.69 2.46
F -0.15 -0.16 -0.54
F -2.24 2.48 3.41
Cl -2.79 1.07 1.40
Br -0.53 0.53 3.39
H 1.39 1.10 -0.23
H 0.21 0.70 1.23
```

HOMO-LUMO gap (spin up / spin down), Eh: 0.361 / 0.252
LUMO level (spin up / spin down), eV: 0.44 / -1.28
HOMO level (spin up / spin down), hartree: -0.3451 / -0.2994
Relative energy (zero: lowest compared OMol25 entry of this formula, charge and spin), kcal per mole: 88.9
Energy, eV: -90101.6940

C12H34N2O6 | ωB97M-V/def2-TZVPD

Structure (XYZ):
```
54
C12H34N2O6 (ωB97M-V/def2-TZVPD)
C 0.82 2.50 3.15
O 1.41 2.04 1.85
C 2.77 1.69 1.88
C 3.09 0.51 2.88
C 4.58 0.58 3.09
N 2.82 -0.78 2.38
H -0.07 3.12 3.12
H 1.65 2.96 3.68
H 0.76 1.66 3.84
H 3.02 1.43 0.85
H 3.40 2.55 2.13
H 2.77 0.72 3.91
H 4.93 -0.17 3.81
H 4.83 1.62 3.33
H 5.05 0.32 2.15
H 1.83 -1.00 2.38
H 3.16 -1.51 2.98
C -4.78 2.03 -1.79
O -4.41 1.07 -2.83
C -3.00 0.89 -2.98
C -2.49 1.72 -4.19
C -1.10 1.52 -4.89
N -2.49 3.17 -3.96
H -4.09 2.02 -0.94
H -5.74 1.74 -1.36
H -4.92 3.06 -2.10
H -2.46 1.14 -2.07
H -2.76 -0.15 -3.16
H -3.31 1.41 -4.85
H -0.23 1.94 -4.39
H -0.89 1.87 -5.90
H -0.89 0.45 -4.85
H -3.40 3.60 -4.02
H -2.03 3.43 -4.82
O 1.76 -3.89 -0.03
C 1.09 -4.70 0.92
C 1.26 -6.15 0.46
O 0.46 -7.04 1.18
H 1.50 -2.98 0.11
H 1.51 -4.65 1.92
H 0.04 -4.41 0.88
H 2.24 -6.60 0.60
H 0.87 -6.36 -0.54
H 0.00 -7.66 0.62
O 0.15 -0.75 1.04
C -0.93 -0.41 0.21
C -1.39 1.02 0.63
O -0.68 2.21 0.17
H 0.76 -0.01 1.13
H -0.87 -0.61 -0.86
H -1.84 -0.95 0.48
H -1.33 1.06 1.72
H -2.42 1.18 0.31
H 0.02 2.54 0.73
```

HOMO-LUMO gap, Eh: 0.358
LUMO level, eV: 0.65
SMILES: COC[C@H](C)N.COC[C@H](C)N.OCCO.OCCO
HOMO level, hartree: -0.3344
Relative energy (zero: lowest compared OMol25 entry of this formula, charge and spin), kcal per mole: 67.0
Energy, eV: -28255.8934

C3H8NO | ωB97M-V/def2-TZVPD

Structure (XYZ):
```
13
C3H8NO (ωB97M-V/def2-TZVPD)
C -1.10 -0.53 -0.73
C -1.68 -0.77 0.44
C 1.01 -0.29 -1.78
N 0.29 -0.22 -0.72
H -1.59 -0.57 -1.70
H -1.09 -0.70 1.35
H -2.72 -1.02 0.62
H 2.06 -0.40 -1.52
H 0.73 -0.49 -2.81
H 0.71 -0.03 0.20
H 0.92 1.22 2.86
H 1.30 2.37 1.84
O 1.16 1.43 1.94
```

Net charge: +1
HOMO-LUMO gap, Eh: 0.356
LUMO level, eV: -5.37
HOMO level, hartree: -0.5539
Relative energy (zero: lowest compared OMol25 entry of this formula, charge and spin), kcal per mole: 23.2
Energy, eV: -6770.1626

C22H59BNO20S7 | ωB97M-V/def2-TZVPD

Structure (XYZ):
```
110
C22H59BNO20S7 (ωB97M-V/def2-TZVPD)
C -5.99 -1.56 -3.01
C -6.34 -3.03 -3.20
N -5.84 -3.87 -2.11
C -4.40 -3.77 -1.97
C -3.77 -4.65 -0.89
O -2.43 -4.70 -1.37
B -2.63 -5.16 -2.76
S -1.21 -4.62 -3.97
O -3.82 -4.35 -3.15
H -6.67 -0.94 -3.59
H -4.98 -1.36 -3.35
H -6.07 -1.30 -1.96
H -5.97 -3.34 -4.17
H -7.43 -3.10 -3.25
H -5.98 -4.83 -2.42
H -4.04 -2.77 -1.75
H -3.74 -4.24 0.11
H -4.13 -5.69 -0.90
H -2.83 -6.37 -2.72
H -1.91 -4.47 -5.10
O -0.29 0.02 -2.77
S 0.00 -0.69 -1.56
O -0.61 -0.30 -0.32
O 1.59 -0.74 -1.36
C 2.31 0.51 -1.35
C 2.10 1.30 -0.08
C -0.26 -2.41 -1.80
H 2.03 1.10 -2.23
H 3.36 0.24 -1.46
H 1.07 1.64 0.02
H 2.74 2.19 -0.08
H 2.34 0.69 0.79
H 0.22 -2.71 -2.72
H -1.33 -2.57 -1.87
H 0.14 -2.95 -0.95
O 1.62 -4.37 1.09
S 0.50 -5.04 1.68
O -0.30 -4.35 2.65
O 1.03 -6.40 2.35
C 2.12 -6.31 3.28
C 1.70 -5.74 4.62
C -0.53 -5.73 0.44
H 2.93 -5.72 2.83
H 2.48 -7.33 3.40
H 1.39 -4.70 4.53
H 2.54 -5.78 5.32
H 0.86 -6.30 5.03
H 0.09 -6.28 -0.26
H -1.04 -4.91 -0.07
H -1.26 -6.38 0.92
O 6.18 -3.07 -3.56
S 5.26 -3.80 -4.38
O 5.24 -3.60 -5.80
O 3.80 -3.64 -3.79
C 3.28 -2.30 -3.60
C 2.89 -1.64 -4.91
C 5.42 -5.52 -4.06
H 3.99 -1.70 -3.04
H 2.39 -2.42 -2.98
H 3.76 -1.46 -5.54
H 2.40 -0.69 -4.71
H 2.20 -2.28 -5.47
H 5.41 -5.68 -2.98
H 6.37 -5.84 -4.49
H 4.60 -6.05 -4.54
O -3.48 3.81 -0.03
S -4.25 2.67 -0.44
O -5.29 2.83 -1.41
O -4.86 1.98 0.86
C -5.63 2.79 1.76
C -7.01 3.11 1.21
C -3.17 1.38 -0.92
H -5.08 3.70 2.00
H -5.72 2.21 2.67
H -6.95 3.74 0.33
H -7.60 3.64 1.97
H -7.53 2.20 0.93
H -2.40 1.26 -0.16
H -2.72 1.67 -1.87
H -3.74 0.46 -1.05
O 2.17 5.91 -1.66
S 2.33 6.33 -0.31
O 2.82 5.41 0.68
O 0.97 6.97 0.21
C -0.24 6.18 0.11
C -0.30 5.07 1.14
C 3.30 7.79 -0.25
H -0.34 5.78 -0.90
H -1.05 6.88 0.27
H 0.47 4.33 0.97
H -1.27 4.57 1.10
H -0.15 5.47 2.15
H 2.91 8.50 -0.98
H 4.32 7.50 -0.50
H 3.26 8.21 0.75
O 3.80 7.46 5.38
S 3.34 6.18 4.93
O 1.95 5.85 5.01
O 4.18 5.05 5.68
C 4.21 5.07 7.12
C 2.91 4.61 7.74
C 3.92 5.87 3.30
H 4.48 6.07 7.46
H 5.02 4.40 7.40
H 2.10 5.30 7.52
H 3.02 4.55 8.83
H 2.63 3.63 7.36
H 4.98 6.09 3.26
H 3.37 6.52 2.64
H 3.72 4.83 3.05
```

Net charge: -1
HOMO-LUMO gap, Eh: 0.246
LUMO level, eV: 1.60
HOMO level, hartree: -0.1874
Energy, eV: -142735.6316

C22H37N5O2PPdS | ωB97M-V/def2-TZVPD

Structure (XYZ):
```
69
C22H37N5O2PPdS (ωB97M-V/def2-TZVPD)
Pd 0.61 0.14 -1.37
O 0.40 0.14 -3.37
N 1.43 -0.42 -4.04
C 1.30 -0.43 -5.39
C 2.26 -1.01 -6.17
C 3.37 -1.60 -5.55
C 3.47 -1.58 -4.18
C 2.47 -0.97 -3.41
S 2.57 -0.83 -1.68
H 0.41 0.04 -5.75
H 2.15 -1.01 -7.24
H 4.14 -2.08 -6.14
H 4.31 -2.03 -3.66
C -2.34 3.97 -3.31
C -2.24 3.85 -1.78
C -3.62 3.67 -1.16
C -1.52 5.07 -1.18
C -1.43 2.65 -1.47
N -0.79 1.73 -1.22
H -2.96 4.83 -3.55
H -2.79 3.08 -3.75
H -1.35 4.12 -3.76
H -4.23 4.54 -1.39
H -3.56 3.56 -0.07
H -4.13 2.79 -1.56
H -2.12 5.95 -1.39
H -0.54 5.21 -1.62
H -1.41 4.97 -0.10
O 0.88 0.04 0.63
P 0.35 -0.82 1.77
N 1.55 -1.21 2.82
C 2.19 -2.53 2.90
C 3.44 -2.41 2.01
C 3.81 -0.91 2.10
C 2.68 -0.27 2.92
N -0.38 -2.22 1.29
C -1.84 -2.24 1.12
C -2.09 -3.66 0.63
C -0.94 -3.88 -0.35
C 0.23 -3.09 0.25
N -0.73 0.02 2.65
C -1.59 1.06 2.04
C -1.97 1.97 3.21
C -1.87 1.04 4.42
C -0.63 0.21 4.11
H 1.50 -3.32 2.62
H 2.48 -2.70 3.94
H 3.20 -2.68 0.98
H 4.24 -3.06 2.35
H 3.87 -0.46 1.11
H 4.78 -0.76 2.59
H 2.40 0.72 2.56
H 2.96 -0.18 3.98
H -2.17 -1.52 0.37
H -2.34 -2.01 2.06
H -3.07 -3.77 0.17
H -2.02 -4.35 1.47
H -1.19 -3.50 -1.33
H -0.69 -4.94 -0.46
H 0.74 -2.50 -0.51
H 0.97 -3.75 0.70
H -2.48 0.60 1.60
H -1.05 1.59 1.26
H -2.96 2.41 3.09
H -1.24 2.78 3.31
H -2.75 0.40 4.47
H -1.78 1.57 5.37
H -0.61 -0.75 4.63
H 0.28 0.76 4.37
```

Net charge: +1
HOMO-LUMO gap, Eh: 0.299
LUMO level, eV: -2.74
HOMO level, hartree: -0.3994
Relative energy (zero: lowest compared OMol25 entry of this formula, charge and spin), kcal per mole: 2.4
Energy, eV: -58560.6473